10
Properties=species:S:1:pos:R:3 method="wB97M-V/def2-TZVPD" de_lowest_kcal_mol=19.8 homo_lumo_gap_ev=9.5858 smiles="O=C=N/C=C/Cl.Cl" lumo_ev=0.33 e_homo_ha=-0.340 total_charge=0
O -2.14655 -1.50778 0.63675
C -1.17221 -1.28449 0.04723
N -0.26481 -1.15581 -0.69474
C 0.90585 -0.50007 -0.75384
C 1.30839 0.26522 0.28319
Cl 2.80649 1.11431 0.23073
H 1.67359 -0.72528 -1.44938
H 0.83309 0.24156 1.17154
Cl -1.78402 2.43906 0.13334
H -2.15982 1.11328 0.39517

26
Properties=species:S:1:pos:R:3 method="wB97M-V/def2-TZVPD" de_lowest_kcal_mol=53.1 homo_lumo_gap_ev=10.5192 smiles=OCCCO.OCCCO lumo_ev=0.59 e_homo_ha=-0.365 total_charge=0
O 8.03477 -3.90384 -12.52772
C 9.04122 -4.29931 -13.41594
C 10.45326 -4.28651 -12.82304
C 11.55411 -4.55369 -13.85175
O 12.75542 -4.75433 -13.19546
H 8.09774 -2.94526 -12.33388
H 8.91111 -5.37189 -13.65696
H 8.86962 -3.72236 -14.34497
H 10.69145 -3.29234 -12.39838
H 10.45999 -5.01785 -11.99206
H 11.17722 -5.43364 -14.40770
H 11.65457 -3.71860 -14.57146
H 13.07000 -5.64340 -13.46192
O 16.25796 -9.05304 -19.30422
C 14.94385 -8.64009 -18.89946
C 14.81446 -8.60560 -17.37533
C 13.35442 -8.32480 -16.87152
O 13.34094 -8.13596 -15.47708
H 16.37011 -9.12266 -20.27529
H 14.85296 -7.61366 -19.30397
H 14.20843 -9.27656 -19.42815
H 15.11270 -9.59728 -16.98410
H 15.43040 -7.84221 -16.86219
H 13.07686 -7.38941 -17.39444
H 12.61920 -9.10130 -17.15776
H 12.86560 -8.94840 -15.20433

21
Properties=species:S:1:pos:R:3 method="wB97M-V/def2-TZVPD" de_lowest_kcal_mol=135.6 homo_lumo_gap_ev=7.6859 lumo_ev=-3.65 e_homo_ha=-0.416 total_charge=+1
C 1.21922 -1.55002 -0.16205
C -0.01287 -0.05963 -0.97001
C 0.37495 -1.53841 -1.08141
C 2.07840 -1.34430 1.04302
C -0.96217 1.22772 0.96743
C -2.34478 -0.14344 -0.63657
N -1.01510 0.32718 -0.20304
N 0.97104 0.96256 -1.36939
H -0.27563 -2.16046 -1.69749
H 1.45174 -1.38662 1.88482
H 2.69213 -0.37497 1.10692
H 2.81562 -2.13876 1.20991
H -1.42647 0.61733 1.82397
H 0.03935 1.24174 1.28550
H -1.51069 2.10820 0.76838
H -2.19099 -1.01755 -1.28115
H -3.09239 -0.62633 -0.00349
H -2.88943 0.57608 -1.21687
H 1.71289 1.37880 -0.62209
H 0.44344 1.88071 -1.68739
H 1.59697 0.57802 -2.16434

169
Properties=species:S:1:pos:R:3 method="wB97M-V/def2-TZVPD" de_lowest_kcal_mol=8.9 homo_lumo_gap_ev=7.9201 smiles="CC1(C)CCCC(C)(C)N1O.CC1(C)CCCC(C)(C)N1O.COC[C@H](C)N.COC[C@H](C)N.COC[C@H](C)N.COC[C@H](C)N.COC[C@H](C)N.NC(N)=O.NC(N)=O.NC(N)=O" lumo_ev=0.22 e_homo_ha=-0.283 total_charge=0
C 4.68779 0.66239 -3.33123
C 4.53214 -0.00736 -1.93348
C 5.71198 0.29157 -1.01379
C 3.26769 0.55786 -1.27278
C 1.98546 0.17766 -1.99956
C 1.79240 -1.31954 -2.01828
C 3.06347 -2.10289 -2.58526
C 3.00154 -3.49111 -1.96506
C 3.06671 -2.20973 -4.13000
N 4.30364 -1.43580 -2.09530
O 5.48339 -2.22379 -2.23528
H 3.72915 0.81274 -3.81968
H 5.14212 1.65121 -3.23122
H 5.29566 -0.00042 -3.94644
H 5.78756 1.37208 -0.87191
H 5.53488 -0.18174 -0.04751
H 6.67884 0.02973 -1.44369
H 3.15850 0.21932 -0.23701
H 3.40551 1.63681 -1.15446
H 1.14019 0.72587 -1.58111
H 1.98182 0.53001 -3.03396
H 1.04128 -1.61306 -2.76055
H 1.48054 -1.84334 -1.11814
H 3.74644 -4.17087 -2.38065
H 1.99570 -3.90209 -2.04926
H 3.30705 -3.36677 -0.92729
H 3.32857 -1.23403 -4.53733
H 2.04588 -2.47891 -4.40193
H 3.83454 -2.89422 -4.48456
H 5.66239 -2.41919 -1.30824
C -1.12680 1.51131 -2.95364
C -1.47432 2.17678 -4.30261
C -0.17382 2.72103 -4.89430
C -2.10106 1.16811 -5.25358
C -2.86796 1.81013 -6.40001
C -3.81035 2.92110 -5.96167
C -3.12714 3.97456 -5.06111
C -2.29772 4.93340 -5.94336
C -4.32151 4.77468 -4.50033
N -2.43186 3.24776 -4.02065
O -2.04688 4.09315 -2.94301
H -0.72569 2.14746 -2.16772
H -2.00415 1.04517 -2.48680
H -0.48201 0.64861 -3.12795
H -0.27734 3.11808 -5.90780
H 0.24344 3.54775 -4.31494
H 0.60946 1.96470 -4.99408
H -1.31711 0.56664 -5.71935
H -2.78576 0.48585 -4.74159
H -2.17972 2.19831 -7.16319
H -3.34921 1.00969 -6.96814
H -4.59039 2.39906 -5.40013
H -4.22599 3.36843 -6.86540
H -2.06491 4.41293 -6.87313
H -1.40552 5.30457 -5.44161
H -2.89091 5.80359 -6.22325
H -3.99775 5.44927 -3.70110
H -5.04821 4.13510 -3.99328
H -4.81275 5.37395 -5.26181
H -2.75870 3.91700 -2.31729
C 1.29188 -0.70610 4.44911
O 2.07354 -1.55892 5.24014
C 3.28382 -0.90337 5.64243
C 4.25481 -1.75765 6.45935
C 4.63068 -3.01373 5.68208
N 3.60410 -2.24138 7.70190
H 0.59684 -1.37806 3.94428
H 1.76870 -0.14766 3.63442
H 0.70050 0.05393 4.97533
H 3.74916 -0.60358 4.69208
H 3.00773 0.04858 6.11317
H 5.11265 -1.12951 6.69661
H 4.13065 -3.95143 5.92204
H 5.68216 -3.30217 5.77915
H 4.49883 -2.81634 4.61450
H 2.89885 -2.89547 7.37102
H 3.02096 -1.50025 8.08860
C -5.54900 2.25055 -2.29654
O -5.63831 1.59480 -1.05428
C -4.63529 1.98470 -0.13926
C -4.80520 1.26314 1.21834
C -6.26787 1.38768 1.65761
N -3.93774 1.82050 2.24391
H -6.23221 1.70327 -2.94975
H -4.53984 2.17201 -2.71463
H -5.93175 3.27638 -2.28890
H -3.68333 1.68569 -0.59668
H -4.63755 3.07880 -0.05897
H -4.52598 0.21827 1.05889
H -6.43798 2.41596 1.98851
H -6.60691 0.71113 2.44081
H -6.92177 1.26678 0.79099
H -3.95271 2.83648 2.20217
H -4.23173 1.61675 3.19239
C -0.43508 -4.39577 3.16201
O -0.97388 -3.26712 3.79290
C -2.22579 -2.83381 3.32962
C -2.77953 -1.81886 4.35412
C -3.35510 -2.53150 5.56061
N -3.84221 -1.00703 3.72046
H -0.35640 -4.19462 2.09042
H -1.10083 -5.24290 3.36713
H 0.56732 -4.62170 3.52033
H -2.10422 -2.39467 2.33058
H -2.95006 -3.65547 3.23445
H -1.98798 -1.13704 4.66084
H -2.62227 -3.12356 6.11326
H -4.12072 -3.27941 5.33668
H -3.77635 -1.79249 6.24209
H -3.44502 -0.48612 2.94109
H -4.51045 -1.61005 3.24464
C 3.36280 -2.11023 1.36392
O 3.57632 -3.44475 1.78440
C 4.92414 -3.84422 1.67105
C 5.10648 -5.16552 2.46444
C 6.57301 -5.54108 2.66967
N 4.39615 -6.26134 1.79719
H 2.29994 -1.99234 1.15598
H 3.99705 -1.82671 0.52149
H 3.55656 -1.42302 2.19868
H 5.19377 -3.95542 0.61385
H 5.61146 -3.11007 2.10765
H 4.62465 -4.92114 3.41706
H 6.67633 -6.44342 3.27100
H 7.20971 -4.74665 3.06175
H 7.02427 -5.75539 1.69665
H 3.43776 -5.97223 1.60778
H 4.23309 -6.92851 2.55257
C -0.88064 5.28450 -0.38363
O -0.26901 5.71063 0.81206
C 0.09225 4.64955 1.65949
C 0.99298 5.19539 2.74826
C 2.27034 5.88683 2.27110
N 1.29163 4.21005 3.78814
H -1.64205 4.49773 -0.31059
H -0.05562 4.86450 -0.97213
H -1.33218 6.08875 -0.96057
H -0.83164 4.22259 2.07288
H 0.59973 3.82550 1.14014
H 0.43927 6.03257 3.20367
H 3.04442 6.02173 3.02588
H 2.11849 6.85060 1.77839
H 2.75915 5.37607 1.43049
H 0.35777 3.90764 4.06462
H 1.69880 4.70248 4.57342
N -3.91338 -2.43567 -3.82186
C -4.87997 -1.48132 -3.61902
N -4.77076 -0.79108 -2.47143
O -5.72117 -1.18153 -4.48023
H -3.22724 -2.46611 -3.08835
H -3.99639 -2.84865 -4.73264
H -4.07071 -1.07092 -1.78719
H -5.53218 -0.19646 -2.20771
N -1.54931 0.60640 0.38741
C -0.51178 0.50076 1.24968
N -0.56072 1.42687 2.25500
O 0.39973 -0.32990 1.09950
H -2.23854 1.30136 0.62327
H -1.79915 -0.13514 -0.25260
H -1.49718 1.71044 2.50772
H 0.29649 1.54842 2.76682
N -0.73308 -2.78157 -0.07476
C -1.99937 -2.83863 -0.58911
N -2.49179 -4.09706 -0.65414
O -2.61865 -1.83128 -0.95874
H -0.49500 -1.82125 0.18693
H -0.33603 -3.55956 0.40748
H -1.90059 -4.89539 -0.52398
H -3.41263 -4.30601 -1.00302

16
Properties=species:S:1:pos:R:3 method="wB97M-V/def2-TZVPD" de_lowest_kcal_mol=60.7 homo_lumo_gap_ev=9.5197 lumo_ev=-3.52 e_homo_ha=-0.479 total_charge=+1
C 0.84780 -0.93579 0.79927
C 0.60750 -1.30336 -0.46511
N 1.75303 -1.50708 -1.37587
N -0.08685 -0.50697 1.68631
H 1.86942 -0.98861 1.16643
H -0.35195 -1.39209 -0.94680
H 1.85029 -0.73283 -2.03665
H 2.62972 -1.57652 -0.85429
H 1.67505 -2.37322 -1.91647
H -0.91909 -0.12016 1.25405
H 0.27031 0.10107 2.40790
C -2.39801 2.32374 0.18157
N -1.47401 1.60084 -0.29609
H -3.37815 1.87744 0.33143
H -2.27238 3.37311 0.44684
H -0.62267 2.16043 -0.38251

149
Properties=species:S:1:pos:R:3 method="wB97M-V/def2-TZVPD" homo_lumo_gap_ev=9.5011 smiles="C[C@H]1COC(=O)O1.C[C@H]1COC(=O)O1.C[C@H]1COC(=O)O1.C[C@H]1COC(=O)O1.C[C@H]1COC(=O)O1.CCOS(C)(=O)=O.CCOS(C)(=O)=O.CCOS(C)(=O)=O.C1CCOC1.C1CCOC1.C1CCOC1" lumo_ev=0.19 e_homo_ha=-0.342 total_charge=0
C 5.04621 2.94475 -1.88600
C 4.57683 2.41262 -0.54272
C 5.22447 3.07495 0.62532
O 4.32351 4.14350 0.95202
C 3.08455 3.85259 0.41317
O 2.12989 4.54119 0.65568
O 3.14870 2.73921 -0.31681
H 6.05308 2.58802 -2.04012
H 5.00670 4.02609 -1.75283
H 4.39310 2.63183 -2.69620
H 4.67827 1.37204 -0.46543
H 6.24334 3.44117 0.48502
H 5.24692 2.38962 1.50770
C -4.55668 5.30861 -0.74382
C -3.86614 4.02973 -0.82301
C -2.62750 3.90194 0.04472
O -2.75994 2.45348 0.46195
C -4.02751 2.06193 0.21907
O -4.47816 0.98877 0.57877
O -4.76820 3.04408 -0.23040
H -3.81764 6.17001 -0.86364
H -5.06352 5.37605 0.21957
H -5.30741 5.33460 -1.54057
H -3.62018 3.67116 -1.84257
H -2.71322 4.48619 1.03106
H -1.65398 4.05860 -0.42625
C -3.69417 -0.20979 4.15501
C -3.91220 -1.55126 3.43662
C -5.36483 -1.82849 3.01429
O -5.16492 -2.40521 1.68766
C -3.96891 -1.93636 1.18267
O -3.71821 -1.94926 0.02301
O -3.13885 -1.52378 2.18004
H -3.96874 0.54266 3.37442
H -2.67113 -0.18572 4.44723
H -4.29636 0.02331 5.01534
H -3.66563 -2.45028 3.94582
H -5.99014 -0.90372 2.93301
H -5.84815 -2.57858 3.60541
C 2.37120 0.22353 -4.22604
C 3.82451 -0.20632 -4.25207
C 4.78440 0.78951 -4.89904
O 6.04816 0.49853 -4.17188
C 5.62739 0.14640 -2.95431
O 6.39428 0.04226 -2.04312
O 4.38004 -0.24966 -2.93125
H 1.95750 0.15601 -5.17387
H 2.26258 1.25829 -3.93376
H 1.76817 -0.40244 -3.60528
H 4.09633 -1.23123 -4.68077
H 4.46965 1.84295 -4.58650
H 4.87985 0.74536 -5.98899
C -0.68637 0.09320 2.13833
C -0.98163 -0.29825 0.70193
C -0.10945 0.34912 -0.34784
O 0.38699 -0.76869 -1.19044
C 0.29633 -1.92336 -0.44660
O 0.85335 -2.97354 -0.78198
O -0.56717 -1.70401 0.56195
H -1.06370 -0.59732 2.81588
H -1.07295 1.12707 2.29257
H 0.39315 0.08654 2.25341
H -1.99766 -0.29511 0.39607
H 0.78905 0.62545 0.21853
H -0.56440 1.10517 -0.95744
C -1.85745 4.12805 -5.73419
C -1.39181 4.66012 -4.39257
O 0.03884 4.40987 -4.33173
S 0.80414 4.33346 -2.94312
C 0.80896 6.00967 -2.37470
O -0.09586 3.67805 -2.03099
O 2.14186 3.92431 -3.26789
H -1.84827 3.08204 -5.85999
H -1.23079 4.64309 -6.50112
H -2.86149 4.49498 -6.08372
H -1.57636 5.72227 -4.36374
H -1.91865 4.22730 -3.57186
H 1.47543 6.60741 -3.03244
H 1.21691 5.93228 -1.33923
H -0.26461 6.38025 -2.43179
C -1.76440 -2.01695 -3.05497
C -1.65751 -0.61486 -3.65365
O -3.03044 -0.35734 -4.05917
S -3.85805 0.77693 -3.17218
C -5.01704 -0.32302 -2.35693
O -3.00754 1.34863 -2.12825
O -4.43201 1.65640 -4.12820
H -0.81934 -2.53565 -3.01702
H -2.46819 -2.61610 -3.64709
H -2.01285 -1.90510 -2.00897
H -1.26644 0.12334 -2.92536
H -1.07960 -0.52705 -4.54633
H -5.79988 0.37762 -2.06795
H -4.51805 -0.88899 -1.52984
H -5.32874 -1.02898 -3.18706
C -1.25170 -9.62700 -1.25699
C -1.27025 -8.12455 -1.41264
O -1.13376 -7.47030 -0.09172
S -2.22203 -6.39983 0.23702
C -1.64376 -4.89941 -0.46669
O -3.47878 -6.80785 -0.32946
O -2.21549 -6.28929 1.65605
H -0.37555 -9.99093 -0.65550
H -1.27071 -10.16501 -2.18626
H -2.12973 -9.87668 -0.62403
H -0.42411 -7.85028 -2.02101
H -2.15349 -7.72683 -1.88190
H -1.98828 -4.93195 -1.55155
H -0.57810 -4.99226 -0.26305
H -2.09440 -4.11882 0.12432
C 1.44452 -3.56470 3.72306
C 0.44582 -4.00357 2.66740
C -0.87376 -3.87572 3.29046
O -0.73979 -2.59568 3.90558
C 0.62353 -2.45192 4.36641
H 2.43523 -3.34964 3.44368
H 1.49235 -4.40201 4.40042
H 0.66437 -5.05990 2.30686
H 0.60565 -3.44597 1.73959
H -1.02242 -4.71876 3.99272
H -1.74981 -3.83499 2.63402
H 0.64045 -2.56497 5.46221
H 0.93184 -1.44082 4.07908
C 4.43635 -1.54614 1.57179
C 5.47627 -1.05199 2.55780
C 6.63368 -1.87936 2.07694
O 6.60435 -1.90147 0.64380
C 5.19532 -1.76139 0.21158
H 3.54094 -0.93248 1.50584
H 4.03232 -2.49590 1.89097
H 5.04282 -1.15524 3.55667
H 5.71870 -0.05809 2.28910
H 6.70365 -2.87129 2.57955
H 7.52652 -1.37221 2.35506
H 4.86407 -2.63102 -0.20209
H 5.08960 -0.99417 -0.47899
C 0.82645 2.56685 4.58061
C -0.16991 2.28207 5.72981
C -1.34557 3.14895 5.39575
O -0.92132 4.23442 4.61685
C 0.26805 3.86512 3.96653
H 0.84501 1.79999 3.86477
H 1.80665 2.68640 4.99148
H 0.17658 2.63265 6.73954
H -0.42923 1.18653 5.83122
H -1.83981 3.52616 6.26977
H -2.06567 2.59663 4.78707
H 0.96942 4.67873 4.02135
H -0.06664 3.79822 2.86954

88
Properties=species:S:1:pos:R:3 method="wB97M-V/def2-TZVPD" homo_lumo_gap_ev="1.6841 / 5.3762" multiplicity=2 lumo_ev="4.04 / 3.98" e_homo_ha="0.087 / -0.051" total_charge=-2
N 0.34713 0.61183 1.36295
H 0.14449 1.56150 1.64073
H -0.29077 -0.00219 1.84894
H 1.31536 0.50113 1.62821
H 0.26078 0.40208 0.37875
C -1.66775 -0.78048 4.05241
O -1.74054 -1.35761 2.75016
O -1.21263 0.58445 3.83246
C -2.96371 -1.19179 4.76864
F -4.10040 -1.35921 3.98008
F -2.83750 -2.38552 5.32976
F -3.37358 -0.37544 5.70121
C -2.02132 -2.75352 2.53129
C -2.00695 -2.99491 0.97302
H -2.67021 -2.31611 0.43692
H -0.96460 -2.92902 0.66114
H -2.20516 -4.04459 0.75624
H -2.92248 -3.17475 2.97690
H -1.36087 -3.41396 3.09318
H -0.84203 -1.30439 4.53385
C 0.73859 4.09831 -0.52507
C 0.23674 4.45786 0.89714
O 0.13170 3.40001 1.82808
H -0.02543 3.41111 -0.88859
H 1.78061 3.84330 -0.71808
H 0.56800 4.99439 -1.12177
H -0.73303 4.95523 0.88058
H 0.85312 5.23112 1.35566
C 2.06719 -1.56577 3.73082
C 3.20322 -1.24522 2.83640
N 3.04090 -0.03465 2.07962
C 3.22216 1.18569 2.92875
C 4.70547 1.29195 3.53515
C 3.95402 -0.08840 0.93117
C 3.62993 -0.98060 -0.25118
H 1.82702 -0.72234 4.37816
H 2.18293 -2.49027 4.29652
H 1.20643 -1.83080 3.11685
H 4.11644 -1.22590 3.43117
H 3.34430 -2.11387 2.19325
H 2.84576 2.05888 2.39588
H 2.51904 1.20447 3.76143
H 4.93070 0.50205 4.25169
H 5.33460 1.33015 2.64587
H 4.92582 2.19172 4.10957
H 4.99661 -0.16700 1.23928
H 3.94135 0.90618 0.48536
H 2.89519 -1.75963 -0.04779
H 4.56243 -1.35153 -0.67658
H 3.16530 -0.33198 -0.99384
C -2.70596 -0.29388 -4.08193
C -2.52508 -1.30755 -2.95490
O -1.26193 -1.86675 -2.99870
P -0.05886 -1.37100 -2.03631
O -0.36145 -0.48962 -0.85458
O 0.61119 -2.71587 -1.60675
C 0.88594 -3.74888 -2.59688
C 2.35520 -4.09792 -2.41089
O 1.03398 -0.79716 -3.08037
C 0.78332 0.34114 -3.80730
C 2.05966 1.09978 -3.76325
H -2.30304 0.69524 -3.86421
H -2.23796 -0.72597 -4.96645
H -3.71578 0.06714 -4.27700
H -2.74043 -0.92396 -1.95761
H -3.22243 -2.12428 -3.14133
H 0.17491 -4.52121 -2.30356
H 0.58879 -3.35575 -3.56913
H 2.90361 -4.32409 -3.32533
H 2.82893 -3.32312 -1.80810
H 2.40859 -5.01363 -1.82206
H 0.30741 0.23365 -4.78201
H 0.02466 0.93740 -3.30033
H 2.36275 1.25723 -2.72814
H 2.84344 0.42511 -4.10766
H 2.08569 2.04039 -4.31340
C -2.71140 2.00314 -0.48446
O -4.08393 1.79087 -0.97816
C -4.56180 2.75641 -1.76700
O -3.92139 3.78817 -2.08845
O -5.46552 2.25637 -2.63530
C -5.97513 3.03123 -3.70159
H -2.54362 3.01303 -0.11021
H -2.00071 1.91786 -1.30649
H -2.51680 1.21960 0.24786
H -6.10598 2.42580 -4.59849
H -5.32413 3.86005 -3.97974
H -6.96911 3.40907 -3.46215

7
Properties=species:S:1:pos:R:3 method="wB97M-V/def2-TZVPD" de_lowest_kcal_mol=16.8 homo_lumo_gap_ev=10.5974 lumo_ev=-0.08 e_homo_ha=-0.392 total_charge=0
C -1.41453 -2.05514 1.22665
N -1.34046 -3.16819 0.94050
N -0.29197 -0.16813 -0.12777
O -0.73775 -0.02196 2.47706
S -1.52331 -0.28594 1.31945
H -0.85213 -0.17289 -0.96565
H -0.02691 0.71899 0.26417